{"formula": "C25H27N2", "method": "ωB97M-V/def2-TZVPD", "symbols": ["C", "N", "C", "C", "C", "C", "C", "C", "C", "C", "N", "C", "C", "C", "C", "C", "C", "C", "C", "C", "C", "C", "C", "C", "C", "C", "C", "H", "H", "H", "H", "H", "H", "H", "H", "H", "H", "H", "H", "H", "H", "H", "H", "H", "H", "H", "H", "H", "H", "H", "H", "H", "H", "H"], "xyz": [[3.00565, 3.42299, 8.98203], [2.73150, 2.11776, 8.37684], [2.79045, 1.02064, 9.36939], [1.87642, -0.08530, 8.82183], [0.99593, 0.57742, 7.73529], [1.48364, 2.03799, 7.56902], [1.66486, 2.53993, 6.10982], [2.70364, 3.43541, 5.70630], [2.71645, 3.81975, 4.33882], [1.81076, 3.23229, 3.47434], [1.10229, 2.10044, 3.81751], [1.06443, 1.11370, 2.67662], [-0.17144, 0.29966, 2.70405], [-1.32658, 0.92855, 2.76911], [-2.62072, 0.30386, 2.54804], [-3.82652, 1.04733, 2.45840], [-5.03002, 0.39498, 2.17693], [-5.05439, -1.00810, 2.02949], [-3.87120, -1.74876, 2.13702], [-2.65220, -1.10352, 2.38826], [2.42765, 0.37199, 2.57027], [3.53674, 1.12870, 2.28173], [4.79252, 0.54965, 2.22011], [4.93232, -0.84389, 2.27962], [3.81215, -1.63740, 2.54580], [2.52774, -1.03276, 2.67960], [0.78412, 2.00530, 5.15914], [2.78950, 4.23039, 8.26094], [2.38563, 3.56593, 9.90623], [4.07089, 3.45604, 9.26634], [3.83696, 0.68999, 9.48340], [2.44348, 1.38698, 10.36382], [2.52951, -0.86326, 8.40470], [1.29075, -0.52320, 9.64394], [1.02453, 0.00551, 6.80170], [-0.04165, 0.63671, 8.08827], [0.71790, 2.67302, 8.06436], [3.53217, 3.71184, 6.39300], [3.43021, 4.53074, 3.92297], [1.62546, 3.57058, 2.43449], [1.02274, 1.93603, 1.92995], [-0.02425, -0.77859, 2.55633], [-1.36563, 2.06121, 2.90920], [-3.78913, 2.11582, 2.63209], [-5.93911, 0.96637, 2.09502], [-5.99935, -1.51406, 1.83593], [-3.88644, -2.82487, 2.04670], [-1.74277, -1.67367, 2.49067], [3.43410, 2.20364, 2.08524], [5.68327, 1.18007, 2.10464], [5.90221, -1.31406, 2.17414], [3.90046, -2.73110, 2.65378], [1.68154, -1.69550, 2.83930], [-0.18862, 1.54627, 5.37076]], "forces_ev_per_a": [[-0.2019, -0.2587, 0.1466], [-0.2168, 0.0954, -0.6548], [-0.2008, 0.5802, -0.1148], [0.5656, 0.0078, 0.1397], [-0.2305, 0.0018, 0.2044], [0.4364, 0.4637, 1.1761], [0.0844, 0.2101, 0.4825], [-0.0291, -1.3553, -0.9034], [-0.6017, 0.1595, 0.9557], [0.2477, -0.6259, -0.2239], [0.6110, 2.7663, 1.7569], [0.0791, 0.8730, -0.0659], [1.1160, -0.4407, -0.2294], [-1.2063, 1.6103, -0.0596], [-1.0338, -1.0016, 0.0065], [0.6785, -0.9678, 0.0167], [0.6733, -0.7287, 0.1479], [0.2832, 0.6264, 0.0334], [0.3698, 0.6690, 0.2038], [-1.3842, 0.6884, -0.0376], [-1.7031, -0.7978, 0.0482], [0.7497, 0.5783, -0.0238], [0.6225, -0.3336, -0.3772], [-0.5672, 0.1139, 0.6193], [-0.9156, 0.4037, -0.1098], [1.4371, 0.1789, -0.0202], [0.8633, -0.3960, -1.0096], [0.1148, -0.2554, 0.4934], [0.3631, 0.1151, -0.6183], [-0.4320, 0.1594, -0.0615], [-0.4346, 0.1162, 0.0065], [0.1032, -0.1726, -0.4843], [-0.4659, 0.0625, -0.0245], [0.1441, 0.0618, -0.4630], [-0.0247, 0.1362, 0.1644], [0.1762, -0.2907, -0.2861], [0.1577, 0.0305, -0.4057], [-0.9390, -0.1441, -0.5513], [-0.3566, 0.0499, 0.3242], [0.8014, -0.4015, 0.7187], [-0.0422, -1.4304, -0.6709], [-0.4621, 0.7426, 0.0221], [0.2367, -1.5038, -0.2258], [-0.0911, 0.0357, -0.1278], [-0.1565, 0.0433, -0.0033], [0.2424, 0.1285, 0.0298], [-0.0769, -0.0565, -0.0584], [-0.0877, -0.1546, -0.0698], [0.1817, -0.5575, 0.2267], [-0.4472, -0.3104, -0.1784], [-0.0086, 0.1217, 0.0359], [-0.0228, 0.7078, -0.1807], [0.1074, 0.3230, 0.1189], [0.8925, -0.6773, 0.1617]], "mulliken_charge": [-1.23, -0.11, -0.59, -0.64, -0.48, 0.49, -0.11, -0.32, -0.70, -0.79, 0.39, 1.29, -0.89, -0.18, 0.75, -0.48, -0.58, -0.43, -0.66, -0.55, 0.77, -0.15, -0.77, -0.54, -0.65, -0.66, -0.66, 0.41, 0.45, 0.30, 0.36, 0.27, 0.27, 0.28, 0.32, 0.38, 0.27, 0.44, 0.48, 0.49, 0.12, -0.01, 0.24, 0.36, 0.40, 0.38, 0.40, 0.33, 0.52, 0.36, 0.40, 0.37, 0.29, 0.63], "gap_ev": 6.767, "total_charge": 1, "e_lumo_ev": -4.429, "smiles": "CN1CCC[C@@H]1c1ccc[n+]([C@H](/C=C/c2ccccc2)c2ccccc2)c1", "multiplicity": 1, "homo_ev": -11.196}



{"formula": "C25H27N2O", "method": "ωB97M-V/def2-TZVPD", "symbols": ["C", "C", "C", "C", "C", "C", "N", "C", "C", "C", "C", "C", "O", "C", "C", "H", "H", "H", "H", "H", "H", "H", "H", "H", "H", "H", "C", "C", "C", "N", "C", "C", "C", "C", "C", "C", "C", "C", "C", "H", "H", "H", "H", "H", "H", "H", "H", "H", "H", "H", "H", "H", "H", "H", "H"], "xyz": [[-4.47697, -0.67626, 2.63351], [-4.12876, 0.67315, 2.46122], [-2.78544, 1.03822, 2.37892], [-1.78302, 0.05980, 2.42108], [-0.35004, 0.50496, 2.28556], [0.56630, -0.44649, 1.74918], [1.89758, -0.37015, 2.22050], [2.56538, 0.83633, 2.22917], [3.92917, 0.89272, 2.42992], [4.65791, -0.27407, 2.65385], [3.96035, -1.48604, 2.69771], [2.60549, -1.53609, 2.44740], [-0.04550, 1.68924, 2.56071], [-2.13416, -1.28451, 2.61748], [-3.47633, -1.65179, 2.74090], [-5.52635, -0.97294, 2.69364], [-4.90180, 1.43903, 2.38012], [-2.50621, 2.08910, 2.27093], [0.21590, -1.46342, 1.58802], [1.94415, 1.71371, 2.10857], [4.38172, 1.88103, 2.39967], [5.73570, -0.23826, 2.78410], [4.47744, -2.41824, 2.91139], [2.01424, -2.45403, 2.42813], [-1.35074, -2.04229, 2.66897], [-3.72513, -2.70482, 2.90497], [-2.95659, 1.65864, -2.86657], [-2.29408, 2.44008, -1.73663], [-1.61354, 1.51733, -0.72301], [-0.72280, 0.54154, -1.36061], [0.48934, 0.29204, -0.86955], [1.51961, -0.38338, -1.64584], [1.61571, -0.23233, -3.05884], [2.59962, -0.90546, -3.78311], [3.55039, -1.69580, -3.11794], [3.49718, -1.82736, -1.72188], [2.48883, -1.19184, -1.00629], [-1.39168, -0.26637, -2.40834], [-2.01855, 0.62623, -3.48109], [-3.84673, 1.14849, -2.48049], [-3.29464, 2.34897, -3.64295], [-1.55687, 3.14170, -2.14295], [-3.04361, 3.03345, -1.19916], [-1.05622, 2.09489, 0.02048], [-2.40218, 0.95789, -0.18887], [0.79883, 0.87208, 0.01622], [0.92237, 0.43464, -3.57238], [2.63778, -0.79317, -4.87083], [4.33318, -2.20386, -3.68633], [4.25387, -2.41269, -1.19134], [2.42789, -1.29836, 0.07217], [-0.69701, -0.98237, -2.85392], [-2.20704, -0.82670, -1.92145], [-2.56254, -0.01611, -4.18627], [-1.23145, 1.12992, -4.05781]], "forces_ev_per_a": [[0.2468, -0.0276, 0.0464], [0.1400, -0.3192, -0.0202], [-0.2147, -0.1289, 0.0548], [-0.1939, -0.0064, 0.0623], [-0.2743, 0.8065, -0.1955], [-0.3772, -0.6542, 1.2891], [1.1796, -0.0948, -0.9434], [-0.2400, -0.7373, 0.2659], [0.0237, -0.1988, 0.1552], [-0.3494, 0.1374, -0.0597], [0.1336, -0.1030, -0.1184], [-0.3285, 0.9814, 0.1624], [-0.2392, -0.9130, -0.2008], [-0.1360, 0.2781, -0.1497], [0.0162, 0.1864, -0.1439], [0.3324, 0.1415, 0.0128], [0.1875, -0.2617, 0.0925], [-0.0021, -0.3649, 0.0419], [0.2871, 0.1966, 0.1818], [-0.0228, -0.1795, -0.1259], [0.0745, -0.2996, 0.0466], [-0.2188, -0.0641, 0.0616], [-0.0875, 0.1852, -0.0930], [0.2781, 0.3701, 0.0496], [-0.3419, 0.1703, 0.1238], [-0.0197, 0.4510, -0.0677], [-0.1954, -0.0077, -0.0267], [0.3047, 0.0302, -0.1119], [-0.6936, 0.0716, 0.5298], [1.4619, -0.7567, 0.7486], [-1.1517, 1.9599, -1.1114], [0.9302, -1.2309, -0.7572], [-0.0821, -0.1529, 0.5996], [0.1397, 0.0634, 0.3016], [-0.2777, 0.0970, 0.1913], [-0.0109, 0.1446, -0.3541], [-0.3845, 0.4914, -0.0906], [-0.2581, -0.1124, -0.2658], [0.2061, 0.0145, -0.0847], [0.0491, 0.0245, -0.0212], [-0.0472, -0.0601, 0.0904], [-0.0448, -0.0582, 0.0142], [0.2090, -0.0951, -0.0631], [0.0243, -0.1969, -0.1208], [0.3666, 0.0517, -0.1710], [-0.4151, -0.2578, -0.7486], [0.2090, -0.2070, 0.0886], [0.0276, -0.0168, 0.4514], [-0.2851, 0.1872, 0.1965], [-0.3387, 0.1641, -0.2316], [0.1072, -0.0821, -0.2815], [-0.1059, 0.1761, 0.3158], [0.3169, 0.1466, 0.1007], [0.1423, 0.1196, 0.1787], [-0.0575, -0.0593, 0.1047]], "mulliken_charge": [-0.43, -0.55, -0.51, 0.31, 1.70, -1.69, 0.50, 0.09, -0.84, -0.31, -0.60, -0.09, -0.77, -0.37, -0.75, 0.40, 0.41, 0.48, 0.07, 0.52, 0.42, 0.44, 0.43, 0.38, 0.40, 0.40, -0.78, -0.98, -0.62, 0.30, 0.16, -0.36, -0.24, -0.67, -0.45, -0.67, 0.05, -0.96, -0.45, 0.31, 0.40, 0.38, 0.36, 0.49, 0.30, 0.77, 0.43, 0.41, 0.39, 0.43, 0.35, 0.60, 0.42, 0.38, 0.20], "gap_ev": 6.765, "total_charge": 1, "e_lumo_ev": -3.754, "multiplicity": 1, "homo_ev": -10.520}